# 1
The molecule C21H25N7O2 in a non-equilibrium geometry. Source: the Open Molecules 2025 dataset; level of theory: the ωB97M-V functional and the def2-TZVPD basis.

Structure (XYZ):
```
55
C21H25N7O2 (the ωB97M-V functional and the def2-TZVPD basis)
O -4.595 0.273 -2.025
C -3.881 1.058 -1.429
C -3.750 2.469 -1.882
C -2.651 3.218 -2.216
C -3.149 4.427 -2.752
C -4.506 4.322 -2.708
O -4.874 3.143 -2.195
N -3.160 0.696 -0.341
C -2.346 1.540 0.497
C -0.887 1.090 0.413
N -0.809 -0.302 0.838
C 0.539 -0.794 1.044
C 1.200 -0.077 2.207
C 0.445 0.384 3.281
C 1.098 1.021 4.320
C 2.476 1.168 4.259
C 3.137 0.655 3.156
N 2.518 0.048 2.157
C 1.425 -0.739 -0.164
N 1.288 0.026 -1.223
N 2.282 -0.286 -2.045
N 3.015 -1.192 -1.553
N 2.519 -1.517 -0.360
C 3.075 -2.550 0.477
C 4.545 -2.795 0.117
C 4.498 -3.954 -0.874
C 3.431 -4.864 -0.275
C 2.352 -3.895 0.221
C -1.595 -1.136 -0.058
C -3.058 -0.700 0.019
H -1.623 2.936 -2.118
H -2.574 5.253 -3.120
H -5.287 4.997 -2.998
H -2.446 2.582 0.198
H -2.694 1.429 1.531
H -0.272 1.698 1.079
H -0.518 1.212 -0.615
H 0.446 -1.853 1.333
H -0.623 0.240 3.280
H 0.542 1.397 5.167
H 3.022 1.662 5.047
H 4.212 0.726 3.056
H 2.966 -2.205 1.508
H 5.005 -1.903 -0.302
H 5.090 -3.088 1.014
H 5.460 -4.451 -0.982
H 4.180 -3.586 -1.849
H 3.035 -5.580 -0.993
H 3.849 -5.418 0.567
H 1.859 -4.263 1.121
H 1.589 -3.758 -0.547
H -1.511 -2.177 0.262
H -1.247 -1.054 -1.100
H -3.673 -1.274 -0.675
H -3.428 -0.839 1.040
```

Output
ΔE to the lowest compared entry with this formula, charge and spin	2.6	kJ/mol
max |F|	1.623	eV/Å
SMILES	O=C(c1ccco1)N1CCN([C@H](c2ccccn2)c2nnnn2C2CCCC2)CC1
LUMO level	0.47	eV

Löwdin population analysis, charges in e, atoms 1 to 5:
1. O 0.082
2. C -0.381
3. C -0.192
4. C -0.017
5. C -0.051

---

# 2
A structure of composition C21H25NO3P2Sm in a non-equilibrium geometry. Source: the Open Molecules 2025 dataset; level of theory: the ωB97M-V functional and the def2-TZVPD basis.

Structure (XYZ):
```
53
C21H25NO3P2Sm (the ωB97M-V functional and the def2-TZVPD basis)
C 2.648 -2.286 -2.271
C 2.033 -1.549 -1.260
C 1.258 -0.417 -1.644
C 0.989 -0.127 -2.990
C 1.607 -0.906 -3.978
C 2.434 -1.970 -3.619
C -0.077 0.924 -3.233
C 0.028 2.065 -2.247
C 0.340 1.699 -0.928
C 0.218 2.615 0.152
C -0.120 3.931 -0.156
C -0.397 4.313 -1.476
C -0.320 3.392 -2.515
H 3.283 -3.136 -2.007
H 1.439 -0.675 -5.028
H 2.913 -2.574 -4.387
H -0.042 1.293 -4.260
H -0.199 4.676 0.644
H -0.678 5.345 -1.692
H -0.549 3.684 -3.542
N 0.636 0.364 -0.676
Sm -1.395 -0.703 -0.169
C 2.115 -1.968 0.191
H 2.430 -1.120 0.820
H 2.816 -2.806 0.320
C 0.405 2.133 1.573
H 1.389 1.652 1.684
H 0.312 2.967 2.283
P 0.495 -2.570 0.921
P -0.810 0.841 2.142
C -2.176 1.907 2.711
H -2.912 1.287 3.242
H -1.800 2.692 3.383
H -2.670 2.370 1.846
C -0.012 0.364 3.716
H 0.023 1.215 4.418
H -0.577 -0.460 4.177
H 1.014 0.018 3.518
C 0.306 -4.169 0.062
H 1.230 -4.756 0.155
H -0.528 -4.720 0.519
H 0.080 -4.016 -1.002
C 1.054 -3.081 2.576
H 0.177 -3.394 3.160
H 1.755 -3.927 2.490
H 1.547 -2.246 3.096
C -2.298 -1.683 2.047
O -2.863 -2.029 2.999
H -1.093 0.439 -3.078
O -4.452 2.205 -1.302
C -3.903 1.317 -0.672
O -2.985 0.457 -1.119
H -4.119 1.122 0.407
```

Output
ΔE to the lowest compared entry with this formula, charge and spin	0.0	kJ/mol
charge	+1
max |F|	5.108	eV/Å
LUMO level (spin up / spin down)	-4.56 / -4.46	eV
expectation value of S²	8.7744
multiplicity	6

Löwdin population analysis, charges in e, atoms 1 to 5:
1. C -0.046
2. C -0.232
3. C -0.260
4. C -0.151
5. C -0.020

---

# 3
A structure of composition C21H25NO4 in a non-equilibrium geometry. Source: the Open Molecules 2025 dataset; level of theory: the ωB97M-V functional and the def2-TZVPD basis.

Structure (XYZ):
```
51
C21H25NO4 (the ωB97M-V functional and the def2-TZVPD basis)
C -8.413 -0.388 0.808
C -7.070 -1.173 0.295
C -5.830 -0.176 0.252
O -4.840 -1.104 -0.152
C -3.624 -0.742 -0.449
C -2.778 -1.580 -0.721
C -1.492 -1.295 -0.832
C -0.989 0.149 -0.875
C -1.940 1.094 -0.389
C -3.175 0.708 -0.062
O -4.183 1.869 0.432
C -3.799 3.090 0.523
H -4.555 3.349 0.856
H -2.895 3.134 1.430
H -3.337 3.435 -0.426
H -1.586 2.035 -0.007
C 0.457 0.445 -0.921
O 0.652 1.735 -1.027
N 1.477 -0.254 -1.111
H 1.130 -1.240 -0.595
C 2.725 -0.031 -1.196
H 2.722 1.125 -1.215
H 3.254 -0.510 -1.826
C 3.391 -0.232 0.433
C 4.863 0.421 0.010
C 5.159 1.641 0.106
C 6.368 1.947 0.081
C 7.483 1.442 0.156
C 7.163 -0.114 0.446
C 5.991 -0.643 0.443
C 5.742 -1.965 0.520
C 4.321 -2.488 -0.083
O 3.380 -1.611 0.631
H 4.320 -2.516 -1.076
H 4.061 -3.552 0.330
H 5.820 -2.097 1.678
H 6.533 -2.651 -0.104
H 8.085 -0.726 0.692
H 8.432 1.721 0.177
H 6.394 3.324 0.074
H 4.306 2.204 0.204
H 2.731 0.315 1.265
H -0.834 -1.963 -1.362
H -3.135 -2.632 -0.935
H -6.241 0.622 -0.496
H -5.653 0.086 1.263
H -6.961 -2.100 1.029
H -7.234 -1.730 -0.660
H -8.629 0.524 -0.068
H -8.464 0.091 1.770
H -9.306 -0.993 0.684
```

Output
ΔE to the lowest compared entry with this formula, charge and spin	1935.0	kJ/mol
max |F|	17.181	eV/Å
LUMO level	0.23	eV

Löwdin population analysis, charges in e, atoms 1 to 5:
1. C -0.115
2. C -0.209
3. C -0.180
4. O -0.023
5. C -0.265

---

# 4
A structure of composition C21H25OW in a non-equilibrium geometry. Source: the Open Molecules 2025 dataset; level of theory: the ωB97M-V functional and the def2-TZVPD basis.

Structure (XYZ):
```
48
C21H25OW (the ωB97M-V functional and the def2-TZVPD basis)
W -0.710 -0.985 0.972
C -2.736 -1.668 0.742
C -2.399 -0.794 -0.362
C -1.294 -1.384 -1.075
H -2.949 0.105 -0.683
C -0.985 -2.640 -0.419
C -1.875 -2.800 0.674
H -1.973 -3.693 1.277
H -3.593 -1.537 1.392
H -0.897 -1.038 -2.036
H -0.307 -3.374 -0.840
C 0.998 -0.061 2.683
C 0.535 -1.390 2.987
C 0.946 -2.259 1.906
H 0.050 -1.721 3.907
C 1.630 -1.441 0.922
C 1.668 -0.087 1.422
H 2.160 0.756 0.927
H 0.891 0.810 3.333
H 0.862 -3.348 1.890
H 2.164 -1.815 0.044
O -0.134 2.427 -0.981
C 2.998 -0.627 -3.422
C 2.052 0.477 -3.725
C 2.234 -1.825 -3.177
C 3.904 -0.100 -2.392
C -0.076 2.218 -2.186
H 0.970 0.319 -3.835
H 2.232 1.486 -3.323
H 0.733 2.769 -2.580
H -0.535 1.371 -2.690
H 2.611 -2.713 -3.609
H 1.203 -1.781 -3.520
H 2.168 -2.030 -2.124
H 4.912 0.119 -2.674
H 3.971 -0.776 -1.559
H 3.594 0.852 -1.934
C -2.736 3.606 2.553
C -2.112 3.525 1.303
C -1.700 2.250 0.913
C -1.573 1.104 1.697
C -2.150 1.225 2.963
C -2.749 2.445 3.365
H -3.212 4.551 2.853
H -1.972 4.355 0.584
H -1.407 2.275 -0.122
H -2.162 0.351 3.619
H -3.247 2.490 4.340
```

Output
ΔE to the lowest compared entry with this formula, charge and spin	367.5	kJ/mol
charge	-1
max |F|	9.214	eV/Å
LUMO level (spin up / spin down)	2.30 / 2.33	eV
expectation value of S²	2.0114
multiplicity	3

Löwdin population analysis, charges in e, atoms 1 to 5:
1. W 1.285
2. C -0.277
3. C -0.281
4. C -0.265
5. H 0.103

---

# 5
A structure of composition C21H26AsN4RhS4Se in a non-equilibrium geometry. Source: the Open Molecules 2025 dataset; level of theory: the ωB97M-V functional and the def2-TZVPD basis.

Structure (XYZ):
```
58
C21H26AsN4RhS4Se (the ωB97M-V functional and the def2-TZVPD basis)
Rh 9.607 8.496 8.479
S 6.305 7.886 4.639
As 6.817 8.135 6.728
S 8.309 6.700 7.691
S 7.996 9.887 7.398
S 4.783 7.940 7.298
C 15.181 10.227 12.935
C 15.344 9.860 11.480
C 14.286 10.422 10.538
C 12.895 9.758 10.678
N 12.887 8.347 10.342
C 12.544 7.898 9.109
Se 11.905 8.924 7.652
N 12.579 6.560 9.124
C 12.302 5.667 8.001
C 13.525 4.974 7.392
C 14.622 5.925 6.928
C 15.534 6.475 8.024
C 12.743 6.137 10.427
C 12.596 4.865 11.001
C 12.800 4.765 12.357
C 13.041 5.884 13.154
C 13.097 7.160 12.586
C 12.964 7.253 11.207
H 15.909 9.682 13.546
H 14.187 9.943 13.265
H 15.261 11.302 13.043
H 15.439 8.798 11.358
H 16.324 10.208 11.131
H 14.581 10.325 9.487
H 14.147 11.506 10.723
H 12.135 10.252 10.067
H 12.531 9.868 11.700
H 11.795 6.223 7.236
H 11.606 4.927 8.339
H 13.162 4.396 6.550
H 13.947 4.265 8.112
H 14.111 6.760 6.376
H 15.250 5.424 6.171
H 15.035 7.261 8.571
H 16.416 6.917 7.560
H 15.830 5.727 8.723
H 12.396 3.987 10.423
H 12.718 3.782 12.843
H 13.186 5.810 14.233
H 13.190 8.060 13.221
N 9.267 5.579 14.565
C 9.226 6.398 13.767
C 9.156 7.551 12.903
C 8.600 8.711 13.405
C 8.469 9.834 12.585
C 8.902 9.715 11.282
N 9.451 8.606 10.794
C 9.560 7.545 11.588
H 8.340 8.784 14.463
H 8.048 10.760 12.941
H 8.768 10.527 10.580
H 10.045 6.691 11.207
```

Output
max |F|	1.425	eV/Å
LUMO level (spin up / spin down)	-0.77 / -1.33	eV
expectation value of S²	6.0198
multiplicity	5

Löwdin population analysis, charges in e, atoms 1 to 5:
1. Rh 0.172
2. S 0.014
3. As -0.455
4. S -0.073
5. S -0.055

---

# 6
A structure of composition C21H26DyN6O3S. Source: the Open Molecules 2025 dataset; level of theory: the ωB97M-V functional and the def2-TZVPD basis.

Structure (XYZ):
```
58
C21H26DyN6O3S (the ωB97M-V functional and the def2-TZVPD basis)
Dy 0.408 0.299 0.311
C -4.960 1.068 1.746
N -3.584 1.543 1.536
C -3.349 2.940 1.939
C -2.613 0.787 1.127
O -1.406 1.199 1.036
C -2.841 -0.669 0.738
O -1.685 -1.131 0.014
C -1.905 -1.547 -1.342
C -0.931 -0.836 -2.269
O -0.158 0.050 -1.770
N -0.926 -1.159 -3.528
C -0.034 -0.489 -4.489
C -1.819 -2.204 -4.066
H -5.648 1.741 1.239
H -5.180 1.082 2.812
H -5.109 0.061 1.374
H -3.508 3.035 3.012
H -4.068 3.570 1.419
H -2.341 3.243 1.687
H -3.734 -0.793 0.132
H -2.946 -1.279 1.636
H -2.926 -1.325 -1.653
H -1.770 -2.628 -1.405
H 0.459 0.353 -4.021
H -0.629 -0.139 -5.330
H 0.705 -1.202 -4.852
H -1.621 -3.170 -3.602
H -1.629 -2.297 -5.130
H -2.866 -1.935 -3.933
N 3.243 -0.791 3.024
C 2.992 0.487 2.738
N 2.149 0.882 1.791
C 2.126 2.292 1.721
C 1.408 3.046 0.794
C 1.481 4.428 0.840
C 2.274 5.058 1.794
C 3.019 4.321 2.702
C 2.933 2.937 2.648
S 3.771 1.753 3.619
H 2.789 -1.541 2.533
H 3.876 -1.038 3.767
H 0.826 2.597 -0.011
H 0.939 5.025 0.118
H 2.326 6.138 1.813
H 3.656 4.812 3.425
N 0.705 -6.284 -0.380
C 1.284 -5.295 -0.438
C 1.927 -4.012 -0.520
C 3.193 -3.833 -1.074
C 3.709 -2.547 -1.140
C 2.956 -1.493 -0.665
N 1.737 -1.660 -0.116
C 1.244 -2.903 -0.047
H 3.755 -4.681 -1.443
H 4.688 -2.362 -1.560
H 3.342 -0.480 -0.705
H 0.268 -3.029 0.408
```

Output
charge	+3
max |F|	0.456	eV/Å
LUMO level (spin up / spin down)	-8.93 / -9.00	eV
expectation value of S²	9.3444
multiplicity	6

Löwdin population analysis, charges in e, atoms 1 to 5:
1. Dy 1.870
2. C 0.036
3. N -0.082
4. C 0.044
5. C -0.345